{
  "formula": "C27H57BeClN3O7",
  "method": "the ωB97M-V functional and the def2-TZVPD basis",
  "species": ["Be", "Cl", "O", "O", "O", "O", "C", "C", "C", "C", "C", "C", "N", "O", "C", "C", "C", "H", "H", "H", "H", "H", "H", "H", "H", "H", "H", "H", "H", "H", "H", "H", "H", "H", "H", "H", "C", "C", "C", "C", "C", "C", "N", "O", "C", "C", "C", "H", "H", "H", "H", "H", "H", "H", "H", "H", "H", "H", "H", "H", "H", "H", "H", "H", "H", "H", "C", "C", "C", "C", "C", "C", "N", "O", "C", "C", "C", "H", "H", "H", "H", "H", "H", "H", "H", "H", "H", "H", "H", "H", "H", "H", "H", "H", "H", "H"],
  "positions_angstrom": [[0.62, 2.73, 2.35], [-0.26, 0.99, 1.10], [-0.57, 2.29, 0.72], [-0.92, -0.06, 0.30], [1.23, 0.98, 1.13], [-0.63, 0.93, 2.52], [3.05, 1.82, 0.94], [4.22, 1.27, 0.18], [4.05, -0.26, 0.40], [5.12, -1.00, -0.56], [4.77, -0.68, -2.00], [4.79, 0.90, -2.30], [4.23, 1.72, -1.22], [4.21, 3.10, -1.46], [6.20, 1.42, -2.77], [3.89, 0.96, -3.57], [5.51, 1.70, 0.99], [2.12, 1.53, 0.44], [3.15, 2.91, 0.98], [2.96, 1.35, 1.92], [4.35, -0.65, 1.38], [3.11, -0.78, 0.20], [5.15, -2.08, -0.45], [6.15, -0.72, -0.33], [3.99, -1.29, -2.46], [5.53, -1.22, -2.56], [6.23, 2.39, -3.26], [6.82, 1.31, -1.88], [6.61, 0.71, -3.50], [3.71, 1.95, -4.00], [4.35, 0.33, -4.33], [2.88, 0.70, -3.26], [5.31, 1.70, 2.06], [5.96, 2.69, 0.90], [6.22, 0.87, 0.95], [5.11, 3.42, -1.34], [-5.01, 2.33, 3.88], [-4.48, 1.06, 4.56], [-5.70, 0.03, 4.67], [-5.74, -0.89, 3.46], [-4.34, -1.57, 3.10], [-3.26, -0.39, 2.89], [-3.26, 0.50, 4.09], [-2.19, 1.38, 4.08], [-1.96, -1.33, 2.87], [-3.47, 0.33, 1.51], [-4.26, 1.49, 6.06], [-4.07, 2.79, 3.55], [-5.61, 2.11, 2.99], [-5.60, 3.02, 4.47], [-5.76, -0.51, 5.61], [-6.57, 0.69, 4.66], [-6.23, -1.84, 3.67], [-6.16, -0.30, 2.64], [-4.53, -2.04, 2.13], [-4.12, -2.31, 3.87], [-1.92, -1.96, 1.98], [-1.91, -1.94, 3.77], [-1.18, -0.60, 2.66], [-4.33, 0.99, 1.55], [-3.47, -0.30, 0.62], [-2.59, 0.97, 1.46], [-3.52, 2.29, 6.11], [-5.28, 1.66, 6.40], [-3.77, 0.73, 6.65], [-2.19, 1.68, 3.17], [-0.42, 1.05, -2.80], [0.30, -0.39, -2.72], [0.11, -1.01, -1.25], [-1.29, -1.55, -1.08], [-1.51, -2.76, -1.99], [-1.29, -2.45, -3.44], [-0.14, -1.47, -3.69], [0.05, -1.11, -4.98], [-0.96, -3.79, -4.07], [-2.57, -1.93, -3.99], [1.81, -0.18, -2.95], [-1.46, 0.93, -3.12], [0.19, 1.65, -3.48], [-0.39, 1.52, -1.82], [0.97, -1.63, -0.98], [0.15, -0.10, -0.66], [-1.98, -0.71, -1.22], [-1.51, -1.78, -0.03], [-2.54, -3.06, -1.83], [-0.87, -3.57, -1.62], [0.03, -4.19, -3.87], [-1.53, -4.70, -3.86], [-0.96, -3.65, -5.15], [-3.47, -2.54, -3.98], [-2.71, -0.93, -3.56], [-2.53, -1.69, -5.05], [2.31, 0.63, -2.42], [2.05, -0.12, -4.01], [2.42, -1.05, -2.71], [0.97, -1.40, -5.02]],
  "lowdin_charge": [0.9863, 0.8389, -0.2323, -0.3782, -0.3709, -0.3681, -0.1104, -0.4341, -0.0784, -0.1490, -0.1272, -0.4058, -0.0657, 0.0466, -0.0097, -0.0783, -0.0048, -0.0165, 0.0978, 0.0977, 0.1239, 0.1086, 0.1132, 0.0990, 0.0947, 0.1209, 0.0863, 0.0792, 0.0851, 0.1060, 0.1116, -0.0813, 0.0809, 0.0856, 0.0705, 0.1017, -0.0334, -0.4984, -0.1204, -0.1657, -0.0981, -0.3910, -0.0780, -0.0260, -0.0127, 0.0100, -0.0358, 0.0736, 0.0730, 0.0935, 0.1150, 0.1110, 0.1034, 0.1030, 0.1118, 0.1130, 0.0734, 0.0964, 0.0167, 0.0802, 0.0926, 0.0272, 0.0766, 0.0858, 0.0849, 0.0463, 0.0317, -0.3378, -0.1224, -0.1811, -0.1170, -0.5034, -0.1170, 0.0138, -0.0472, -0.0416, -0.0826, 0.0763, 0.0833, 0.0536, 0.1305, 0.0209, 0.1182, 0.0976, 0.1274, 0.1260, 0.0845, 0.0936, 0.0826, 0.1001, 0.0783, 0.0870, 0.0921, 0.1033, 0.0924, 0.1055],
  "charge": 1,
  "energy_ha": -2227.48580,
  "lumo_ev": -7.853,
  "e_above_lowest_ev": 11.998
}


{
  "formula": "C27H57Cl26N4O2",
  "method": "the ωB97M-V functional and the def2-TZVPD basis",
  "species": ["C", "C", "C", "C", "C", "C", "C", "C", "C", "C", "N", "C", "O", "O", "C", "N", "N", "C", "C", "N", "H", "H", "H", "H", "H", "H", "H", "H", "H", "H", "H", "H", "H", "H", "H", "H", "H", "H", "H", "H", "H", "H", "H", "H", "H", "H", "H", "H", "H", "H", "H", "C", "Cl", "Cl", "H", "H", "C", "Cl", "Cl", "H", "H", "C", "Cl", "Cl", "H", "H", "C", "Cl", "Cl", "H", "H", "C", "Cl", "Cl", "H", "H", "C", "Cl", "Cl", "H", "H", "C", "Cl", "Cl", "H", "H", "C", "Cl", "Cl", "H", "H", "C", "Cl", "Cl", "H", "H", "C", "Cl", "Cl", "H", "H", "C", "Cl", "Cl", "H", "H", "C", "Cl", "Cl", "H", "H", "C", "Cl", "Cl", "H", "H"],
  "positions_angstrom": [[0.45, -4.26, -3.03], [-0.88, -4.96, -3.28], [-1.01, -5.62, -4.63], [-1.91, -5.00, -2.38], [-1.86, -5.65, -1.02], [-2.36, -4.80, 0.17], [-1.34, -3.79, 0.73], [0.15, -4.25, 0.69], [-1.48, -2.43, 0.04], [-0.62, -1.32, 0.66], [-1.29, 0.02, 0.67], [-1.54, 0.51, -0.67], [-2.87, 0.11, -0.97], [-2.97, 0.18, -2.39], [-0.73, 0.90, 1.53], [-0.72, 0.57, 2.81], [-0.13, 2.11, 1.18], [1.06, 1.94, 0.30], [1.33, 3.27, -0.42], [1.54, 3.08, -1.87], [0.91, -4.06, -4.00], [1.15, -4.85, -2.43], [0.23, -3.30, -2.58], [-1.97, -6.11, -4.75], [-0.20, -6.34, -4.73], [-0.86, -4.91, -5.45], [-2.87, -4.58, -2.69], [-0.90, -6.13, -0.85], [-2.59, -6.47, -1.11], [-2.70, -5.49, 0.95], [-3.27, -4.30, -0.18], [-1.59, -3.65, 1.79], [0.70, -3.67, 1.42], [0.57, -4.14, -0.31], [0.20, -5.30, 0.97], [-1.31, -2.52, -1.04], [-2.51, -2.11, 0.16], [0.35, -1.26, 0.17], [-0.42, -1.64, 1.68], [-0.90, 0.01, -1.40], [-1.51, 1.59, -0.77], [-3.86, -0.18, -2.53], [0.17, 0.63, 3.30], [-1.55, 0.22, 3.27], [-0.83, 2.72, 0.76], [0.94, 1.17, -0.47], [1.90, 1.75, 0.96], [2.18, 3.80, 0.01], [0.48, 3.96, -0.32], [2.53, 3.19, -2.06], [1.09, 3.82, -2.39], [-3.06, -1.81, 5.27], [-1.46, -1.89, 4.50], [-4.16, -0.79, 4.34], [-3.47, -2.82, 5.32], [-2.97, -1.40, 6.27], [-0.05, -7.11, 3.92], [-0.24, -5.71, 4.97], [-1.14, -6.99, 2.53], [0.98, -7.15, 3.56], [-0.27, -8.01, 4.48], [0.52, 6.77, -2.79], [-0.68, 5.56, -3.26], [1.46, 7.33, -4.18], [0.00, 7.62, -2.35], [1.20, 6.34, -2.07], [3.51, 5.31, 2.96], [2.33, 4.08, 2.47], [4.46, 5.87, 1.59], [2.98, 6.15, 3.39], [4.18, 4.87, 3.70], [2.78, 0.20, 5.13], [1.08, 0.01, 5.58], [2.98, 0.03, 3.38], [3.12, 1.18, 5.43], [3.36, -0.57, 5.63], [-2.76, 8.74, -4.70], [-2.50, 8.76, -2.95], [-1.32, 9.27, -5.58], [-3.00, 7.73, -5.01], [-3.58, 9.41, -4.94], [-3.81, -7.15, 6.16], [-3.63, -5.57, 5.39], [-2.38, -8.17, 5.90], [-3.94, -7.01, 7.23], [-4.67, -7.65, 5.74], [1.89, -7.64, -6.89], [2.96, -6.96, -5.65], [0.40, -8.32, -6.24], [1.64, -6.86, -7.59], [2.43, -8.43, -7.39], [4.83, -2.31, -3.93], [4.63, -2.48, -2.17], [4.85, -3.88, -4.73], [4.00, -1.73, -4.32], [5.77, -1.81, -4.12], [-1.65, 1.45, 7.64], [-1.17, 2.41, 9.04], [-2.98, 0.34, 8.02], [-1.98, 2.12, 6.86], [-0.80, 0.87, 7.32], [0.36, 4.70, 11.54], [0.29, 4.70, 13.31], [1.94, 5.20, 10.95], [0.15, 3.70, 11.19], [-0.39, 5.39, 11.16], [2.36, 6.02, -7.63], [3.57, 6.89, -8.59], [2.35, 4.29, -7.98], [2.59, 6.16, -6.58], [1.38, 6.43, -7.86], [1.60, 10.49, -9.24], [3.36, 10.26, -9.21], [0.74, 9.20, -8.39], [1.37, 11.43, -8.75], [1.27, 10.51, -10.27]],
  "lowdin_charge": [-0.0530, -0.3198, -0.0866, -0.0996, -0.1888, -0.1838, -0.3528, -0.0557, -0.1476, -0.1128, 0.0438, -0.1643, -0.1224, 0.0046, -0.3209, 0.2132, 0.0449, -0.1920, -0.2885, 0.0134, 0.0723, 0.0790, 0.0556, 0.0773, 0.0160, 0.0797, 0.1091, 0.1048, 0.1163, 0.0692, 0.1105, 0.1111, 0.0749, 0.0596, 0.0325, 0.1107, 0.1178, 0.1350, 0.0935, 0.1448, 0.1351, 0.1151, 0.0312, 0.0439, 0.1321, 0.1044, 0.0713, 0.0423, 0.1068, 0.0729, -0.0066, -0.9817, 0.5379, 0.5311, -0.0240, -0.0527, -1.0197, 0.4799, 0.5742, 0.0314, -0.0310, -1.0146, 0.5152, 0.5395, -0.0128, 0.0151, -0.9885, 0.5726, 0.5265, 0.0296, 0.0273, -0.9587, 0.5511, 0.5323, 0.0328, 0.0364, -1.0026, 0.5136, 0.4928, 0.0238, 0.0267, -0.9756, 0.5077, 0.5581, 0.0303, 0.0309, -1.0064, 0.4966, 0.5450, 0.0270, 0.0228, -1.0320, 0.4802, 0.5005, 0.0229, 0.0248, -1.0171, 0.5506, 0.5652, 0.0318, -0.0391, -1.0530, 0.5159, 0.4965, -0.0259, 0.0251, -1.0546, 0.4966, 0.5001, -0.0192, -0.0096, -1.0011, 0.4989, 0.5006, 0.0258, 0.0271],
  "charge": 1,
  "energy_ha": -13396.97828,
  "lumo_ev": -3.439,
  "e_above_lowest_ev": 0.680
}


{
  "formula": "C27H57N4O6",
  "method": "the ωB97M-V functional and the def2-TZVPD basis",
  "species": ["N", "O", "O", "O", "C", "C", "C", "C", "C", "C", "N", "O", "C", "C", "C", "H", "H", "H", "H", "H", "H", "H", "H", "H", "H", "H", "H", "H", "H", "H", "H", "H", "H", "H", "C", "C", "C", "C", "C", "C", "N", "O", "C", "C", "C", "H", "H", "H", "H", "H", "H", "H", "H", "H", "H", "H", "H", "H", "H", "H", "H", "H", "H", "H", "C", "C", "C", "C", "C", "C", "N", "O", "C", "C", "C", "H", "H", "H", "H", "H", "H", "H", "H", "H", "H", "H", "H", "H", "H", "H", "H", "H", "H", "H"],
  "positions_angstrom": [[-0.71, 1.56, -2.99], [-1.69, 2.20, -2.69], [-0.48, 1.33, -4.12], [0.02, 1.34, -2.03], [2.17, -0.06, 0.43], [3.65, 0.42, 0.57], [4.61, -0.55, 1.39], [4.90, -1.79, 0.55], [5.60, -1.31, -0.77], [4.83, -0.29, -1.67], [4.24, 0.74, -0.78], [3.69, 1.83, -1.44], [5.93, 0.30, -2.48], [3.81, -1.01, -2.51], [3.61, 1.76, 1.43], [1.60, -0.17, 1.36], [2.00, -0.97, -0.14], [1.68, 0.75, -0.10], [5.50, -0.08, 1.81], [4.03, -1.05, 2.16], [4.09, -2.50, 0.35], [5.55, -2.41, 1.17], [5.60, -2.31, -1.19], [6.65, -1.02, -0.67], [6.59, -0.48, -2.86], [5.46, 0.79, -3.34], [6.68, 0.92, -2.01], [3.31, -0.31, -3.18], [4.40, -1.74, -3.07], [3.06, -1.45, -1.85], [2.86, 1.84, 2.23], [3.27, 2.61, 0.84], [4.54, 2.02, 1.94], [2.82, 1.51, -1.70], [-2.68, 1.10, 2.08], [-3.20, 2.51, 1.85], [-3.57, 3.16, 3.24], [-2.40, 3.78, 4.00], [-1.56, 4.72, 3.19], [-1.20, 4.11, 1.78], [-2.33, 3.45, 1.09], [-1.87, 2.92, -0.02], [-0.82, 5.38, 0.93], [0.18, 3.31, 1.94], [-4.58, 2.42, 1.14], [-1.79, 1.15, 2.71], [-3.49, 0.60, 2.62], [-2.47, 0.60, 1.14], [-4.23, 3.99, 2.99], [-3.80, 2.39, 3.97], [-2.72, 4.33, 4.88], [-1.91, 3.00, 4.58], [-0.66, 5.07, 3.70], [-2.24, 5.56, 3.01], [-1.68, 5.99, 0.64], [-0.15, 5.16, 0.10], [-0.24, 6.08, 1.53], [1.06, 3.93, 1.81], [0.13, 2.48, 1.23], [0.15, 2.82, 2.92], [-5.30, 2.12, 1.91], [-4.87, 3.45, 0.93], [-4.62, 1.68, 0.34], [-1.45, 2.09, 0.22], [-3.81, -3.28, -0.01], [-3.19, -3.12, -1.38], [-2.68, -1.69, -1.48], [-1.43, -1.63, -0.53], [-0.33, -2.62, -0.90], [-0.79, -4.06, -1.30], [-2.16, -4.01, -1.87], [-2.61, -5.19, -2.34], [0.22, -4.55, -2.47], [-0.76, -4.98, -0.03], [-4.38, -3.17, -2.40], [-3.23, -3.16, 0.91], [-4.26, -4.27, 0.09], [-4.48, -2.51, 0.37], [-2.40, -1.41, -2.49], [-3.32, -0.88, -1.15], [-1.70, -1.56, 0.52], [-0.89, -0.69, -0.66], [0.18, -2.60, 0.07], [0.49, -2.20, -1.48], [0.08, -3.88, -3.31], [1.26, -4.56, -2.16], [0.00, -5.58, -2.76], [-1.20, -5.95, -0.26], [0.09, -5.09, 0.65], [-1.58, -4.63, 0.59], [-4.74, -2.21, -2.78], [-5.26, -3.62, -1.93], [-4.16, -3.67, -3.34], [-2.53, -5.00, -3.27]],
  "lowdin_charge": [-0.7217, -0.0543, -0.0084, -0.0905, -0.0256, -0.4090, -0.1352, -0.1908, -0.1243, -0.5306, -0.1215, 0.0053, -0.0653, -0.0171, -0.0392, 0.0827, 0.0467, 0.0606, 0.1123, 0.1079, 0.1058, 0.0987, 0.1016, 0.1077, 0.0805, 0.0865, 0.0915, 0.0946, 0.0893, 0.0683, 0.0612, 0.0661, 0.0668, 0.0773, -0.0232, -0.4799, -0.1274, -0.2357, -0.1495, -0.4271, -0.1374, -0.0047, -0.0492, -0.0142, -0.0302, 0.0834, 0.0878, 0.0661, 0.1169, 0.1145, 0.1026, 0.1008, 0.1177, 0.1126, 0.0778, 0.0797, 0.0651, 0.0789, 0.0610, 0.0659, 0.0700, 0.0840, 0.0815, 0.0644, -0.0619, -0.4978, -0.1161, -0.1734, -0.1330, -0.4110, -0.1555, -0.0104, -0.0185, -0.0310, -0.0194, 0.0638, 0.0864, 0.0895, 0.1292, 0.1152, 0.0921, 0.0852, 0.0992, 0.1003, 0.0787, 0.0692, 0.0598, 0.0685, 0.0766, 0.0570, 0.0805, 0.0723, 0.0708, 0.1031],
  "charge": -1,
  "energy_ha": -1733.06930,
  "lumo_ev": 2.472,
  "e_above_lowest_ev": 4.386
}


{
  "formula": "C27H58BCl12O2P2",
  "method": "the ωB97M-V functional and the def2-TZVPD basis",
  "species": ["C", "C", "C", "O", "O", "C", "C", "B", "C", "C", "C", "C", "P", "C", "C", "P", "C", "C", "C", "C", "H", "H", "H", "H", "H", "H", "H", "H", "H", "H", "H", "H", "H", "H", "H", "H", "H", "H", "H", "H", "H", "H", "H", "H", "H", "H", "H", "H", "H", "H", "H", "H", "H", "H", "Cl", "C", "C", "Cl", "H", "H", "H", "H", "Cl", "C", "C", "Cl", "H", "H", "H", "H", "Cl", "C", "C", "Cl", "H", "H", "H", "H", "Cl", "C", "C", "Cl", "H", "H", "H", "H", "Cl", "C", "C", "Cl", "H", "H", "H", "H", "Cl", "C", "C", "Cl", "H", "H", "H", "H"],
  "positions_angstrom": [[-0.19, -2.86, 1.94], [-0.02, -3.74, 0.70], [-1.36, -4.08, 0.08], [-1.73, -5.22, -0.13], [-2.12, -2.99, -0.22], [-2.01, -2.63, -1.64], [-1.30, -1.31, -1.90], [-2.31, -0.05, -2.29], [-3.27, 0.27, -1.00], [-4.17, 1.52, -1.08], [-4.15, 2.28, 0.27], [-5.63, 1.20, -1.40], [-3.38, -0.50, -3.88], [-4.89, -1.49, -3.45], [-2.38, -1.57, -5.02], [-1.25, 1.56, -2.77], [0.46, 1.47, -2.06], [0.71, 2.49, -0.93], [-0.98, 1.72, -4.60], [-0.36, 3.10, -4.90], [0.77, -2.47, 2.26], [-0.84, -2.01, 1.74], [-0.64, -3.49, 2.72], [0.50, -4.67, 0.94], [0.54, -3.22, -0.09], [-3.02, -2.66, -2.06], [-1.46, -3.45, -2.13], [-0.74, -1.06, -0.98], [-0.53, -1.44, -2.67], [-3.89, -0.59, -0.71], [-2.58, 0.42, -0.15], [-3.82, 2.23, -1.83], [-4.80, 1.76, 0.99], [-4.54, 3.30, 0.17], [-3.15, 2.34, 0.70], [-6.03, 0.37, -0.82], [-6.25, 2.09, -1.19], [-5.75, 1.02, -2.47], [-5.78, -1.12, -3.97], [-5.09, -1.52, -2.38], [-4.77, -2.53, -3.77], [-2.65, -1.37, -6.06], [-1.34, -1.26, -4.91], [-2.45, -2.64, -4.82], [1.17, 1.69, -2.86], [0.73, 0.47, -1.70], [0.25, 3.45, -1.16], [0.39, 2.11, 0.03], [1.80, 2.64, -0.85], [-1.93, 1.64, -5.13], [-0.28, 0.94, -4.94], [-1.09, 3.84, -4.56], [0.54, 3.26, -4.32], [-0.20, 3.26, -5.97], [0.91, -7.31, 3.26], [-0.85, -7.64, 3.22], [-1.65, -6.38, 2.99], [-1.58, -5.27, 4.38], [-1.12, -8.11, 4.16], [-1.02, -8.33, 2.40], [-2.70, -6.64, 2.84], [-1.30, -5.85, 2.11], [3.43, 2.20, 3.47], [3.35, 0.41, 3.41], [3.15, -0.10, 2.01], [1.53, 0.29, 1.38], [2.54, 0.10, 4.06], [4.30, 0.04, 3.81], [3.23, -1.18, 2.00], [3.88, 0.31, 1.32], [1.79, 5.70, -3.82], [1.05, 7.25, -4.25], [0.02, 7.10, -5.34], [0.76, 6.67, -6.91], [1.84, 7.94, -4.55], [0.57, 7.64, -3.35], [-0.51, 8.04, -5.49], [-0.70, 6.32, -5.09], [3.30, -2.12, -0.87], [5.06, -2.15, -1.13], [5.79, -2.93, -0.07], [5.76, -2.10, 1.51], [5.41, -1.13, -1.19], [5.23, -2.64, -2.10], [6.84, -3.03, -0.34], [5.37, -3.92, 0.07], [-0.59, -2.95, 7.95], [-1.53, -1.71, 7.07], [-0.93, -1.39, 5.73], [0.62, -0.53, 5.89], [-1.60, -0.83, 7.70], [-2.54, -2.12, 6.93], [-1.60, -0.73, 5.17], [-0.76, -2.28, 5.13], [7.96, 4.41, 6.74], [6.81, 5.35, 5.75], [6.11, 4.50, 4.72], [7.21, 3.94, 3.44], [7.36, 6.16, 5.28], [6.08, 5.77, 6.43], [5.33, 5.08, 4.24], [5.66, 3.62, 5.17]],
  "lowdin_charge": [-0.0935, -0.1397, -0.5064, 0.0934, -0.0345, -0.1659, -0.2070, -0.9528, -0.2025, -0.4627, -0.1020, -0.1036, 0.8728, -0.3489, -0.3313, 1.0050, -0.4424, -0.2117, -0.4752, -0.2211, 0.0513, 0.0743, 0.0113, 0.1061, 0.0962, 0.0935, 0.1186, 0.0791, 0.0803, 0.0871, 0.0839, 0.0856, 0.0704, 0.0641, 0.0605, 0.0721, 0.0644, 0.0549, 0.0079, 0.0104, 0.0190, 0.0109, 0.0105, 0.0222, 0.0580, 0.0353, 0.0446, -0.0080, 0.0542, 0.0365, 0.0592, 0.0463, 0.0011, 0.0588, 0.5313, -0.6536, -0.6355, 0.5566, 0.0636, 0.0741, 0.0811, 0.0311, 0.5502, -0.6490, -0.7070, 0.6305, 0.0014, 0.0709, 0.0085, 0.0540, 0.5706, -0.6637, -0.6605, 0.5264, 0.0627, 0.0714, 0.0687, 0.0586, 0.5936, -0.6489, -0.6422, 0.5821, 0.0713, 0.0716, 0.0704, 0.0684, 0.5262, -0.6612, -0.6507, 0.5716, 0.0646, 0.0726, 0.0807, 0.0412, 0.5259, -0.6677, -0.6873, 0.5311, 0.0648, 0.0707, 0.0716, 0.0466],
  "charge": -1,
  "energy_ha": -7443.97636,
  "lumo_ev": 1.896
}